[1]
Below is 2 unconnected molecules or ions with the total composition C3H10NO3, with properties calculated with ωB97M-V/def2-TZVPD.

The geometry in XYZ format:
```
17
Properties=species:S:1:pos:R:3
N 0.782 -1.679 -1.001
C 0.429 -0.260 -1.023
C 1.461 0.517 -0.165
O 2.754 -0.073 -0.117
C -0.955 0.214 -0.545
O -1.367 -0.406 0.585
H 0.402 -1.980 -0.099
H 0.115 -2.132 -1.629
H 0.601 0.153 -2.024
H 1.632 1.485 -0.640
H 1.053 0.647 0.843
H 2.684 -0.995 -0.389
H -0.862 1.326 -0.572
H -1.690 -0.040 -1.349
H -2.066 1.928 1.458
H -1.939 0.566 1.745
O -2.577 1.334 2.028
```

Properties
Multiplicity: 1
Net charge: -1
Energy above the lowest of the compared OMol25 structures with the same formula, charge and spin (kcal/mol): 4.6
HOMO level (eV): -3.5


[2]
Below is 9 unconnected molecules or ions with the total composition C18H54O9, with properties calculated with ωB97M-V/def2-TZVPD.

The geometry in XYZ format:
```
81
Properties=species:S:1:pos:R:3
C -4.242 1.220 -2.987
C -3.647 2.409 -2.242
O -2.281 2.605 -2.574
H -3.534 0.389 -2.924
H -4.417 1.417 -4.048
H -5.182 0.852 -2.571
H -3.736 2.217 -1.171
H -4.238 3.312 -2.438
H -2.230 2.888 -3.514
C 0.218 4.748 0.467
C 0.083 3.938 1.734
O 0.529 2.609 1.533
H -0.221 4.207 -0.372
H 1.277 4.888 0.234
H -0.225 5.743 0.530
H -0.955 3.939 2.091
H 0.673 4.349 2.554
H 0.010 2.242 0.783
C 4.214 -0.411 3.294
C 3.153 0.246 2.457
O 3.091 1.628 2.720
H 4.062 -0.297 4.366
H 5.196 0.008 3.062
H 4.231 -1.473 3.040
H 2.152 -0.192 2.609
H 3.301 0.026 1.384
H 2.327 2.049 2.294
C 2.540 0.837 -2.677
C 2.690 0.046 -3.955
O 2.305 0.823 -5.104
H 3.192 1.712 -2.735
H 2.779 0.267 -1.774
H 1.516 1.170 -2.493
H 2.079 -0.856 -3.930
H 3.733 -0.259 -4.104
H 2.938 1.544 -5.183
C -1.174 -0.545 4.147
C -2.531 -1.227 4.177
O -2.768 -1.993 2.984
H -0.378 -1.297 4.208
H -1.042 0.150 4.977
H -1.008 -0.021 3.205
H -3.315 -0.470 4.230
H -2.614 -1.843 5.079
H -2.141 -2.729 3.009
C -0.182 -0.732 0.054
C -1.035 0.096 -0.866
O -0.648 1.468 -0.733
H 0.848 -0.793 -0.318
H -0.544 -1.758 0.098
H -0.095 -0.329 1.063
H -2.102 0.003 -0.623
H -0.897 -0.221 -1.908
H -1.079 2.005 -1.430
C 1.670 -3.057 2.680
C 2.070 -4.387 3.281
O 0.915 -4.905 3.983
H 0.719 -3.144 2.164
H 2.471 -2.727 2.018
H 1.515 -2.290 3.441
H 2.909 -4.271 3.974
H 2.351 -5.077 2.474
H 1.180 -5.714 4.434
C -0.566 -5.319 0.329
C -1.740 -6.147 0.793
O -2.683 -6.191 -0.266
H -0.263 -5.592 -0.684
H 0.304 -5.446 0.975
H -0.822 -4.260 0.316
H -2.187 -5.638 1.656
H -1.477 -7.156 1.116
H -3.318 -6.882 -0.053
C 0.311 4.029 -4.042
C -0.658 4.477 -5.104
O -1.880 3.745 -5.023
H 0.005 4.346 -3.040
H 1.288 4.506 -4.178
H 0.513 2.958 -3.984
H -0.226 4.332 -6.096
H -0.828 5.549 -4.967
H -2.249 3.655 -5.903
```

Properties
Multiplicity: 1
Net charge: 0
Energy above the lowest of the compared OMol25 structures with the same formula, charge and spin (kcal/mol): 54.7
SMILES: CCO.CCO.CCO.CCO.CCO.CCO.CCO.CCO.CCO
HOMO level (eV): -9.3


[3]
Below is a molecular structure, C16H39MgNO7, with properties calculated with ωB97M-V/def2-TZVPD.

The geometry in XYZ format:
```
64
Properties=species:S:1:pos:R:3
Mg -0.497 0.163 -0.066
C 2.991 3.381 0.948
O 2.352 2.149 1.328
C 1.630 2.282 2.550
C 0.394 1.368 2.580
O -0.289 1.409 1.293
C -0.729 2.706 1.110
C -1.821 2.673 0.086
O -1.332 1.739 -0.937
C -1.749 2.050 -2.287
H 3.923 3.606 1.467
H 2.432 4.314 1.020
H 3.225 3.221 -0.104
H 1.238 3.294 2.661
H 2.383 2.117 3.321
H -0.263 1.773 3.349
H 0.581 0.315 2.790
H 0.016 3.333 0.619
H -1.144 3.174 2.002
H -1.934 3.677 -0.323
H -2.804 2.389 0.461
H -1.145 1.459 -2.976
H -1.631 3.116 -2.484
H -2.755 1.668 -2.457
C 0.985 -4.507 -1.435
O 0.199 -3.316 -1.337
C -0.468 -2.995 -2.566
C -0.793 -1.506 -2.673
O -1.313 -0.962 -1.400
C -2.600 -1.465 -1.082
C -3.144 -0.583 0.043
O -2.154 -0.336 1.023
C -2.768 0.086 2.269
H 1.734 -4.252 -2.185
H 0.548 -5.474 -1.682
H 1.492 -4.623 -0.478
H -1.357 -3.619 -2.651
H 0.204 -3.266 -3.380
H -1.546 -1.234 -3.413
H 0.067 -0.963 -3.065
H -2.573 -2.458 -0.632
H -3.204 -1.459 -1.989
H -3.999 -1.096 0.485
H -3.577 0.311 -0.406
H -3.278 -0.800 2.646
H -3.413 0.965 2.267
H -1.950 0.378 2.928
C 3.539 -0.134 -0.922
C 2.052 -0.545 -0.660
C 1.758 -1.237 0.666
O 0.318 -1.371 0.786
C -0.030 -2.220 1.924
N 1.248 0.656 -0.845
H 3.949 0.628 -0.258
H 3.628 0.334 -1.902
H 4.151 -1.031 -1.016
H 1.692 -1.250 -1.409
H 2.241 -0.727 1.500
H 2.190 -2.236 0.605
H 0.543 -1.904 2.796
H 0.375 -3.183 1.613
H -1.100 -2.270 2.123
H 1.411 0.944 -1.799
H 1.869 1.340 -0.437
```

Properties
Multiplicity: 2
Net charge: +1
HOMO level (spin up / spin down) (eV): -4.6 / -12.9


[4]
Below is a single C7H11NO4S molecule, with properties calculated with ωB97M-V/def2-TZVPD.

The geometry in XYZ format:
```
24
Properties=species:S:1:pos:R:3
C 1.353 -0.055 -2.150
C 2.318 0.140 -1.001
C 0.118 -0.441 -1.887
C 2.000 0.029 0.324
C -0.522 -0.957 -0.640
C -0.038 -0.247 0.639
C -0.209 1.543 2.201
N -2.009 -0.956 -0.619
O 0.130 -1.292 3.269
O -1.877 -1.273 2.004
O 0.012 -2.892 1.446
O -0.664 0.940 0.988
S -0.318 -1.584 1.945
H 1.684 0.222 -3.071
H 3.417 0.380 -1.231
H -0.505 -0.648 -2.739
H 2.337 0.107 1.263
H -0.292 -2.107 -0.601
H 0.872 1.664 2.193
H -0.588 0.892 3.131
H -0.746 2.510 2.271
H -2.367 -0.004 -0.823
H -2.568 -1.198 1.343
H -2.470 -1.531 -1.243
```

Properties
Multiplicity: 3
Net charge: 0
Energy above the lowest of the compared OMol25 structures with the same formula, charge and spin (kcal/mol): 93.6
HOMO level (spin up / spin down) (eV): -6.0 / -9.4


[5]
Below is a single C5H11NO molecule, with properties calculated with ωB97M-V/def2-TZVPD.

The geometry in XYZ format:
```
18
Properties=species:S:1:pos:R:3
C 0.605 -0.887 -0.532
C 0.835 0.054 0.946
C 0.814 1.536 0.611
N -2.100 -0.678 0.466
C -0.533 -0.392 -1.313
C -1.791 -0.348 -0.828
O 1.762 -0.840 -1.308
H 2.499 -1.204 -0.807
H 0.431 -1.891 -0.124
H -1.260 -0.583 1.102
H -2.946 -0.268 0.831
H -0.296 0.043 -2.270
H 1.849 -0.252 1.224
H 0.280 -0.159 1.862
H -2.575 0.138 -1.392
H -0.186 1.847 0.306
H 1.476 1.739 -0.229
H 1.138 2.145 1.455
```

Properties
Multiplicity: 1
Net charge: 0
Energy above the lowest of the compared OMol25 structures with the same formula, charge and spin (kcal/mol): 48.2
SMILES: CC[C@H](O)/C=C\N
HOMO level (eV): -7.9


[6]
Below is 2 unconnected molecules or ions with the total composition C28H42B2ClN3O8P, with properties calculated with ωB97M-V/def2-TZVPD.

The geometry in XYZ format:
```
85
Properties=species:S:1:pos:R:3
C -3.864 -4.462 1.450
C -3.661 -3.469 0.815
C -3.425 -2.259 0.013
C -2.048 -1.576 0.288
C -1.081 -2.768 0.279
O 0.273 -2.403 0.078
C 1.070 -3.554 -0.174
C 2.364 -3.501 0.592
O 3.120 -2.366 0.232
C 4.046 -2.046 1.268
C 4.865 -0.831 0.823
C -1.917 -0.473 -0.846
C -0.697 -0.567 -1.748
C 0.367 0.323 -1.682
C 1.486 0.179 -2.487
C 1.591 -0.882 -3.369
C 0.541 -1.787 -3.442
C -0.567 -1.632 -2.637
C -3.211 -0.158 -1.650
C -3.406 -0.511 -2.976
C -4.599 -0.189 -3.607
N -5.618 0.478 -3.076
C -5.411 0.801 -1.797
C -4.287 0.508 -1.055
N -1.813 0.789 -0.040
N -1.753 2.078 -0.578
C -1.852 0.676 1.231
B -1.807 1.951 2.234
C -0.601 2.952 2.259
O -2.872 2.077 3.093
C -1.986 -0.793 1.656
O -3.245 -0.771 2.306
B -3.372 -1.440 3.529
O -4.129 -0.821 4.502
O -2.777 -2.657 3.777
P -0.414 -1.065 2.710
O -0.744 -0.120 4.010
Cl 0.974 0.022 1.634
H -4.117 -5.134 2.235
H -4.262 -1.615 0.261
H -3.456 -2.604 -1.019
H -1.132 -3.246 1.260
H -1.368 -3.474 -0.504
H 0.565 -4.472 0.145
H 1.242 -3.643 -1.250
H 2.179 -3.562 1.668
H 2.926 -4.398 0.293
H 4.714 -2.905 1.384
H 3.514 -1.840 2.199
H 4.632 0.033 1.442
H 5.925 -1.060 0.875
H 4.568 -0.564 -0.189
H 0.377 1.157 -0.995
H 2.290 0.895 -2.382
H 2.491 -0.974 -3.959
H 0.632 -2.623 -4.120
H -1.355 -2.374 -2.699
H -2.660 -1.047 -3.535
H -4.729 -0.503 -4.636
H -6.214 1.343 -1.309
H -4.256 0.795 -0.011
H -2.681 2.493 -0.592
H -1.462 2.039 -1.551
H 0.111 2.653 1.493
H -0.138 3.004 3.240
H -0.997 3.918 1.934
H -3.449 2.798 2.812
H -3.575 -0.204 4.994
H -2.065 -2.579 4.423
H 0.072 0.269 4.354
C 4.861 2.504 0.185
C 4.539 2.643 -1.292
O 3.261 3.203 -1.553
C 3.038 4.511 -1.051
C 3.998 5.554 -1.594
H 4.102 1.897 0.681
H 5.831 2.023 0.315
H 4.897 3.466 0.697
H 4.524 1.653 -1.750
H 5.319 3.211 -1.808
H 3.053 4.505 0.045
H 2.020 4.769 -1.347
H 5.031 5.344 -1.318
H 3.742 6.539 -1.203
H 3.947 5.588 -2.683
```

Properties
Multiplicity: 1
Net charge: +1
HOMO level (eV): -11.8


[7]
Below is a molecular structure, C37H67AsCaClFN4Si4, with properties calculated with ωB97M-V/def2-TZVPD.

The geometry in XYZ format:
```
116
Properties=species:S:1:pos:R:3
Ca 0.408 -0.794 0.422
C 1.665 -2.053 3.522
Si -0.174 -2.056 4.099
C -1.052 -3.541 3.262
C 0.004 -2.655 5.929
C -1.231 -0.518 4.019
C -2.020 -0.278 2.870
C -3.267 0.407 2.960
C -4.046 0.612 1.861
C -3.595 0.156 0.618
C -2.384 -0.500 0.595
N -1.623 -0.738 1.650
Si -1.314 0.660 5.455
C 0.450 1.023 6.130
C -2.344 0.096 6.996
C -1.970 2.431 5.073
H 1.998 -3.054 3.251
H 2.315 -1.699 4.320
H 1.828 -1.412 2.660
H -0.364 -4.334 2.974
H -1.566 -3.211 2.365
H -1.801 -3.961 3.928
H 0.592 -3.567 5.982
H -0.965 -2.858 6.372
H 0.493 -1.913 6.550
H -3.614 0.708 3.934
H -5.013 1.092 1.952
H -4.184 0.277 -0.277
H -2.006 -0.876 -0.353
H 1.075 0.140 6.102
H 0.433 1.380 7.156
H 0.942 1.785 5.533
H -1.949 -0.832 7.397
H -3.382 -0.084 6.727
H -2.338 0.831 7.798
H -1.748 2.676 4.040
H -1.497 3.184 5.703
H -3.045 2.519 5.207
C -3.719 3.921 0.898
C -2.695 4.018 -0.231
C -3.350 4.553 -1.509
C -1.485 4.844 0.148
C -1.588 6.024 0.860
C -0.458 6.726 1.249
C 0.799 6.223 0.951
C 0.943 5.052 0.232
C 2.292 4.485 -0.142
C 2.706 5.024 -1.516
C 3.394 4.767 0.880
C -0.206 4.372 -0.225
N -0.088 3.184 -0.899
C -0.291 3.102 -2.197
C -0.390 4.235 -3.063
C -0.548 4.113 -4.421
C -0.634 2.864 -5.024
C -0.565 1.731 -4.220
C -0.397 1.857 -2.868
F -0.388 0.688 -2.116
H -4.535 3.271 0.588
H -4.139 4.893 1.155
H -3.259 3.486 1.782
H -2.334 3.001 -0.428
H -3.646 5.594 -1.378
H -4.231 3.961 -1.757
H -2.654 4.492 -2.343
H -2.562 6.414 1.135
H -0.559 7.659 1.790
H 1.680 6.764 1.274
H 2.164 3.400 -0.230
H 2.008 4.687 -2.278
H 2.709 6.115 -1.506
H 3.699 4.668 -1.785
H 3.741 5.798 0.811
H 4.239 4.110 0.691
H 3.051 4.584 1.896
H -0.334 5.214 -2.602
H -0.615 5.008 -5.031
H -0.786 2.768 -6.090
H -0.663 0.741 -4.647
N -0.174 2.140 1.938
N 0.820 1.155 2.221
H 0.039 3.035 2.384
H -0.184 2.298 0.928
H 0.640 0.810 3.166
H 1.777 1.519 2.165
C -1.847 -6.202 -1.295
Si -1.669 -4.270 -1.198
C -3.282 -3.777 -0.268
C -1.997 -3.740 -3.028
As 0.306 -3.675 -0.144
Si 1.686 -3.934 -1.990
C 1.630 -5.696 -2.802
C 3.517 -3.783 -1.423
C 1.538 -2.753 -3.510
H -2.780 -6.535 -1.746
H -1.787 -6.623 -0.295
H -1.029 -6.627 -1.870
H -4.142 -4.370 -0.571
H -3.527 -2.733 -0.427
H -3.146 -3.916 0.800
H -3.000 -3.979 -3.379
H -1.293 -4.236 -3.690
H -1.853 -2.668 -3.142
H 1.681 -6.465 -2.035
H 2.440 -5.871 -3.505
H 0.695 -5.837 -3.338
H 3.758 -4.559 -0.702
H 3.663 -2.825 -0.936
H 4.231 -3.856 -2.239
H 0.707 -3.043 -4.147
H 2.433 -2.731 -4.128
H 1.349 -1.738 -3.166
Cl 3.734 0.026 0.689
C 2.413 0.020 -0.557
H 2.908 -0.459 -1.413
H 2.327 1.079 -0.835
```

Properties
Multiplicity: 1
Net charge: -2
Energy above the lowest of the compared OMol25 structures with the same formula, charge and spin (kcal/mol): 28.5
HOMO level (eV): -1.9


[8]
Below is 2 unconnected molecules or ions with the total composition C2H3I, with properties calculated with ωB97M-V/def2-TZVPD.

The geometry in XYZ format:
```
6
Properties=species:S:1:pos:R:3
C -0.277 -0.888 -0.044
C -1.272 -0.058 -0.071
I -3.286 0.103 -0.007
H 0.740 -0.709 0.275
H -0.266 -1.979 -0.063
H 0.575 2.124 0.701
```

Properties
Multiplicity: 3
Net charge: 0
Energy above the lowest of the compared OMol25 structures with the same formula, charge and spin (kcal/mol): 13.2
HOMO level (spin up / spin down) (eV): -8.3 / -9.5


no.,strongest force on any atom (eV Å⁻¹)
1,2.2
2,1.4
3,4.4
4,9.3
5,3.4
6,2.5
7,1.7
8,1.5